1.
{
  "formula": "C34H38F6N6O11S2W",
  "method": "the ωB97M-V functional and the def2-TZVPD basis",
  "spin_multiplicity": 1,
  "total_charge": 2,
  "orbital_gap_ha": 0.2022,
  "homo_energy_ev": -14.4464,
  "symbols": ["W", "F", "C", "F", "F", "S", "O", "O", "N", "S", "O", "O", "C", "F", "F", "F", "C", "C", "C", "C", "C", "C", "C", "C", "C", "C", "C", "C", "N", "C", "C", "N", "C", "C", "C", "C", "C", "C", "C", "C", "C", "C", "C", "C", "H", "H", "H", "H", "H", "H", "H", "H", "H", "H", "H", "H", "H", "H", "H", "H", "H", "H", "H", "H", "H", "H", "H", "H", "H", "H", "H", "H", "H", "H", "H", "H", "H", "H", "H", "H", "O", "N", "O", "C", "C", "C", "C", "O", "C", "C", "N", "O", "O", "N", "O", "O", "H", "H"],
  "xyz": [[-0.64148, -0.97510, 0.19766], [4.31784, -3.16704, 2.50578], [3.52653, -2.45172, 1.74264], [3.60776, -2.85320, 0.48341], [3.85585, -1.15869, 1.80948], [1.79688, -2.59550, 2.38620], [1.04273, -1.56769, 1.59452], [1.86886, -2.31877, 3.77246], [1.37497, -4.02216, 1.91564], [-0.18311, -4.16530, 1.71512], [-0.64115, -3.17116, 0.68719], [-0.96614, -4.22811, 2.89583], [-0.33150, -5.81666, 0.82059], [0.82693, -6.15644, 0.29342], [-0.71367, -6.69868, 1.71226], [-1.24402, -5.68683, -0.12760], [-0.28547, 4.43544, 0.82354], [-1.13307, 3.20903, 0.47619], [-2.15420, 3.55909, -0.60936], [-1.83494, 2.64409, 1.70276], [-2.81475, 3.43987, 2.29038], [-3.55980, 2.98613, 3.35915], [-3.34365, 1.71415, 3.86066], [-2.37291, 0.87075, 3.33359], [-2.20476, -0.48604, 3.98713], [-2.61500, -1.63469, 3.07446], [-0.82727, -0.67874, 4.61234], [-1.61885, 1.37436, 2.26554], [-0.51631, 0.60524, 1.67204], [0.63660, 1.18329, 1.72106], [1.72263, 0.80217, 0.82967], [1.45443, 0.02123, -0.15073], [2.45761, -0.26230, -1.12990], [2.34141, -1.46681, -1.85777], [3.39028, -1.89391, -2.65324], [4.54287, -1.13720, -2.74649], [4.61270, 0.07952, -2.10098], [3.58771, 0.58960, -1.30383], [3.91542, 2.02550, -0.82512], [2.83489, 3.10458, -0.77531], [4.83481, 2.04364, 0.40687], [1.09724, -2.31987, -1.90471], [1.29260, -3.81143, -1.69183], [0.27545, -2.02983, -3.15318], [0.26644, 4.77608, -0.05247], [0.43061, 4.23541, 1.62325], [-0.91330, 5.26134, 1.15834], [-0.46330, 2.46071, 0.03507], [-2.81035, 4.36707, -0.28753], [-2.78908, 2.70686, -0.85788], [-1.64009, 3.89792, -1.50984], [-2.99660, 4.42998, 1.89596], [-4.31224, 3.62211, 3.80470], [-3.93072, 1.36273, 4.69837], [-2.92422, -0.49221, 4.80864], [-1.84350, -1.86921, 2.31981], [-3.53553, -1.41586, 2.53251], [-2.73594, -2.55812, 3.63625], [-0.03158, -0.68511, 3.86872], [-0.77731, -1.62924, 5.14253], [-0.61068, 0.11715, 5.32488], [0.76924, 2.02486, 2.39714], [2.71363, 1.18812, 1.00497], [3.31033, -2.81831, -3.20664], [5.37030, -1.47621, -3.35459], [5.49717, 0.68803, -2.23967], [4.54924, 2.37074, -1.64435], [2.08701, 3.01568, 0.01378], [2.30825, 3.17993, -1.72102], [3.33743, 4.05585, -0.59540], [4.33115, 1.84801, 1.35691], [5.28443, 3.03187, 0.49904], [5.63961, 1.31578, 0.31375], [0.49293, -2.02076, -0.98449], [1.80825, -4.22647, -2.55857], [0.32446, -4.30629, -1.63284], [1.87893, -4.03628, -0.80429], [0.80252, -2.48133, -3.99607], [0.19764, -0.96369, -3.35579], [-0.71442, -2.48393, -3.10142], [-6.11753, 0.29275, -4.29977], [-5.15515, 0.97701, -4.55363], [-5.02399, 1.73782, -5.48133], [-3.96464, 0.77767, -3.68795], [-2.79229, 1.43638, -4.01565], [-1.68021, 1.26245, -3.21780], [-1.73156, 0.43101, -2.09313], [-0.66046, 0.20738, -1.29652], [-2.94108, -0.20275, -1.81231], [-4.07325, -0.05216, -2.59293], [-2.98626, -1.06605, -0.66672], [-1.87258, -1.95984, -0.83193], [-2.39470, -0.31083, 0.38621], [-0.45009, 1.98466, -3.59837], [-0.43945, 2.52568, -4.67167], [0.44571, 2.00872, -2.77503], [-2.74684, 2.08163, -4.88317], [-4.99931, -0.55855, -2.35761]],
  "lowdin_charge": [2.061, 0.210, -0.661, 0.172, 0.158, 0.695, -0.452, -0.182, -0.252, 0.725, -0.457, -0.199, -0.669, 0.179, 0.204, 0.177, -0.041, -0.371, -0.033, -0.126, -0.007, -0.014, 0.005, -0.126, -0.344, -0.040, -0.033, -0.142, -0.003, -0.013, -0.082, 0.038, -0.108, -0.131, -0.002, 0.001, -0.006, -0.070, -0.354, -0.043, -0.039, -0.357, -0.022, -0.005, 0.088, 0.080, 0.093, 0.097, 0.091, 0.080, 0.089, 0.123, 0.125, 0.129, 0.139, 0.016, 0.100, 0.095, 0.037, 0.099, 0.099, 0.171, 0.102, 0.129, 0.131, 0.134, 0.133, 0.046, 0.075, 0.102, 0.071, 0.097, 0.092, 0.034, 0.107, 0.088, 0.075, 0.115, 0.082, 0.099, 0.126, -0.341, 0.132, -0.073, 0.126, -0.042, -0.198, -0.195, -0.133, 0.131, -0.020, -0.225, -0.214, -0.320, 0.153, 0.085, 0.151, 0.154]
}


2.
{
  "formula": "C4H12N3",
  "method": "the ωB97M-V functional and the def2-TZVPD basis",
  "spin_multiplicity": 2,
  "e_above_lowest_kj_mol": 207.7,
  "s2": 0.76,
  "orbital_gap_ha": [0.1817, 0.2747],
  "homo_energy_ev": [-4.0320, -6.8535],
  "symbols": ["C", "C", "C", "C", "N", "N", "N", "H", "H", "H", "H", "H", "H", "H", "H", "H", "H", "H", "H"],
  "xyz": [[-0.76397, 0.65415, -1.64306], [-0.96531, 0.47039, -0.14643], [0.16053, -0.17707, 0.59081], [1.13720, -1.05536, 0.11950], [1.71827, -1.92491, 1.12530], [0.39994, 0.25286, 1.98876], [-1.72292, 1.67267, -2.17371], [0.25421, 0.93858, -1.87218], [-0.91347, -0.28767, -2.16879], [-1.09209, 1.49660, 0.23240], [-1.91473, -0.04059, 0.01738], [1.70287, -0.94614, -0.79999], [1.12131, -2.72344, 1.30997], [2.67036, -2.14465, 0.87923], [-0.43143, 0.27106, 2.57248], [1.00712, -0.50366, 2.34240], [0.89099, 1.15992, 2.11385], [-2.43075, 1.19698, -2.72210], [-1.22040, 2.27396, -2.81719]],
  "lowdin_charge": [-0.285, -0.215, -0.365, -0.246, -0.054, 0.114, -0.017, 0.103, 0.103, 0.100, 0.098, 0.059, 0.060, 0.057, 0.140, 0.113, 0.130, 0.053, 0.052]
}


3.
{
  "formula": "C8H17F6O8PS",
  "method": "the ωB97M-V functional and the def2-TZVPD basis",
  "spin_multiplicity": 1,
  "orbital_gap_ha": 0.3727,
  "homo_energy_ev": -9.8858,
  "symbols": ["O", "P", "O", "O", "C", "F", "F", "F", "O", "S", "O", "O", "C", "F", "F", "F", "H", "C", "C", "C", "O", "H", "H", "H", "H", "H", "H", "H", "H", "C", "C", "C", "O", "H", "H", "H", "H", "H", "H", "H", "H"],
  "xyz": [[1.79963, 1.24158, 2.19462], [1.87595, 0.02145, 1.42971], [1.30914, 0.21780, -0.01332], [3.42302, -0.46026, 1.33719], [3.74057, -1.70421, 0.84229], [5.05784, -1.82450, 0.89322], [3.35529, -1.82190, -0.42330], [3.19737, -2.67133, 1.55553], [0.98111, -1.13713, 2.18557], [-0.00947, -2.03815, 1.29189], [0.66032, -2.49828, 0.10404], [-0.37589, -3.13358, 2.10863], [-1.60821, -1.14876, 0.94127], [-1.50240, -0.36460, -0.10847], [-2.46339, -2.11966, 0.69299], [-1.98389, -0.46932, 2.00242], [1.78549, -0.29306, -0.68618], [-2.90022, -2.77532, -2.80963], [-1.52414, -2.78711, -3.45761], [-0.94976, -4.19488, -3.50578], [-0.63895, -1.92409, -2.74601], [-2.84013, -3.13534, -1.77960], [-3.29917, -1.76082, -2.77742], [-3.60119, -3.40796, -3.35556], [-1.59314, -2.38443, -4.46846], [-0.83182, -4.59388, -2.49474], [0.03676, -4.18909, -3.96947], [-1.59630, -4.86815, -4.07029], [-0.54447, -2.24305, -1.84200], [0.19293, 4.83121, 0.43674], [-0.44935, 4.72568, 1.81260], [0.29560, 5.56938, 2.83672], [-0.48130, 3.36517, 2.23104], [1.22179, 4.46298, 0.46775], [-0.34937, 4.21972, -0.28508], [0.20452, 5.86282, 0.08085], [-1.48840, 5.05345, 1.75649], [1.32757, 5.22346, 2.93734], [-0.17335, 5.48124, 3.81678], [0.30969, 6.62230, 2.55018], [0.42973, 3.05062, 2.28708]],
  "lowdin_charge": [-0.171, 0.415, -0.047, 0.032, -0.747, 0.205, 0.178, 0.199, -0.234, 0.703, -0.246, -0.205, -0.683, 0.184, 0.177, 0.196, 0.106, -0.059, -0.489, -0.058, -0.062, 0.070, 0.081, 0.081, 0.137, 0.082, 0.079, 0.080, 0.037, -0.064, -0.502, -0.064, -0.063, 0.080, 0.076, 0.077, 0.135, 0.082, 0.078, 0.077, 0.047]
}


4.
{
  "formula": "C3H2N3O4",
  "method": "the ωB97M-V functional and the def2-TZVPD basis",
  "spin_multiplicity": 1,
  "e_above_lowest_kj_mol": 384.4,
  "total_charge": -1,
  "smiles": "N#C[C@@]([O-])(N=O)OC(N)=O",
  "orbital_gap_ha": 0.3133,
  "homo_energy_ev": -5.3492,
  "symbols": ["N", "C", "C", "O", "N", "O", "O", "C", "N", "O", "H", "H"],
  "xyz": [[2.12804, 2.35240, -0.95321], [1.49142, 1.61789, -0.38385], [0.57744, 0.92568, 0.60722], [0.65014, 1.56868, 1.68412], [-0.86810, 1.25411, 0.25873], [-1.84227, 0.45853, 0.54729], [0.77853, -0.67202, 0.66289], [-0.13962, -1.53005, 0.26806], [-0.52237, -1.53120, -1.01484], [-0.69875, -2.37001, 0.94395], [-0.06085, -0.92009, -1.60514], [-1.49361, -1.15393, -1.01521]],
  "lowdin_charge": [0.129, -0.145, -0.650, -0.011, 0.080, -0.068, 0.044, -0.736, 0.139, 0.054, 0.053, 0.111]
}


5.
{
  "formula": "C29H39CuN4O4S2Se2Si2",
  "method": "the ωB97M-V functional and the def2-TZVPD basis",
  "spin_multiplicity": 2,
  "e_above_lowest_kj_mol": 3.6,
  "s2": 0.75,
  "total_charge": -1,
  "orbital_gap_ha": [0.2239, 0.2050],
  "homo_energy_ev": [-3.7264, -3.7264],
  "symbols": ["Cu", "O", "C", "C", "C", "C", "C", "C", "C", "O", "N", "N", "C", "S", "C", "C", "S", "H", "H", "H", "H", "H", "H", "H", "H", "H", "Se", "Se", "C", "C", "C", "C", "C", "N", "C", "C", "C", "C", "C", "N", "H", "H", "H", "H", "H", "H", "H", "H", "C", "O", "C", "O", "H", "H", "H", "C", "Si", "C", "C", "C", "Si", "C", "C", "C", "H", "H", "H", "H", "H", "H", "H", "H", "H", "H", "H", "H", "H", "H", "H", "H", "H", "H", "H"],
  "xyz": [[-1.86367, -0.04442, 0.07517], [2.40823, 2.13658, 2.87451], [2.28994, 2.94126, 1.78439], [3.23656, 3.94286, 1.56793], [3.14845, 4.79329, 0.47999], [2.09614, 4.65466, -0.41176], [1.16233, 3.65556, -0.19584], [1.23099, 2.77466, 0.88236], [0.18089, 1.69644, 0.93632], [-0.73265, 1.73664, 0.05794], [0.34984, 0.77985, 1.86186], [-0.56953, -0.25862, 1.72901], [-0.68848, -0.94798, 2.78822], [-1.80698, -2.29958, 2.87143], [-0.97562, -3.01489, 4.31104], [-0.61706, -1.87077, 5.24228], [0.20295, -0.57548, 4.26921], [3.18903, 2.41639, 3.36576], [4.05496, 4.04700, 2.27390], [3.90080, 5.55886, 0.33576], [2.00613, 5.31114, -1.26723], [0.33303, 3.51301, -0.87448], [-0.07939, -3.55216, 3.99594], [-1.66684, -3.71701, 4.77716], [0.07511, -2.19125, 6.02198], [-1.51608, -1.46649, 5.70855], [-4.53711, 0.45549, -1.91556], [-4.63880, -2.27032, 0.29993], [-4.54704, -0.78567, 1.45310], [-5.47360, -0.65077, 2.50975], [-5.40696, 0.41890, 3.36638], [-4.41241, 1.38166, 3.18362], [-3.53870, 1.19542, 2.13758], [-3.59175, 0.15369, 1.29597], [-3.17530, -0.76510, -2.50394], [-3.39553, -1.52056, -3.64546], [-2.43674, -2.44126, -4.03218], [-1.28198, -2.55491, -3.27645], [-1.14204, -1.74972, -2.15947], [-2.07518, -0.88049, -1.76615], [-6.22726, -1.41687, 2.62408], [-6.12030, 0.51107, 4.17779], [-4.31804, 2.24241, 3.83060], [-2.73872, 1.90265, 1.94277], [-4.30958, -1.38513, -4.20444], [-2.59024, -3.05603, -4.90983], [-0.49814, -3.25341, -3.53365], [-0.25158, -1.80394, -1.54161], [-1.78384, 3.18784, -3.17852], [-2.48140, 1.95023, -2.98091], [-3.71933, 2.09173, -2.50131], [-4.29021, 3.14234, -2.37698], [-0.78073, 2.90649, -3.48417], [-1.75612, 3.74621, -2.24417], [-2.27519, 3.78214, -3.94858], [1.04436, -3.54532, 0.53753], [2.50041, -2.39743, 0.24945], [3.84400, -3.34979, -0.66242], [3.19259, -1.81236, 1.89120], [1.94738, -0.91394, -0.69931], [2.56092, 0.02406, -2.16859], [3.32187, -1.11430, -3.45999], [3.87950, 1.24649, -1.61774], [1.11326, 0.94386, -2.92758], [1.29292, -4.31236, 1.27618], [0.75363, -4.05735, -0.38283], [0.17206, -3.00045, 0.90584], [4.13533, -4.23033, -0.08442], [4.73770, -2.74120, -0.81289], [3.50044, -3.69096, -1.64043], [3.42571, -2.66208, 2.53958], [2.47692, -1.16962, 2.40606], [4.10775, -1.23550, 1.74323], [1.12198, -0.39750, -0.20798], [4.17502, -1.66773, -3.06662], [3.66617, -0.53180, -4.31830], [2.58894, -1.83831, -3.82238], [4.73960, 0.72850, -1.18827], [3.48786, 1.93446, -0.86656], [4.22799, 1.83810, -2.46869], [0.50710, 0.28451, -3.55323], [1.45492, 1.77969, -3.54417], [0.46840, 1.33503, -2.13628]],
  "lowdin_charge": [0.222, 0.045, -0.262, -0.044, -0.106, -0.100, -0.033, -0.062, -0.486, -0.088, 0.031, -0.110, -0.902, 0.919, -0.529, -0.544, 0.918, 0.101, 0.106, 0.096, 0.094, 0.095, 0.069, 0.073, 0.067, 0.069, 1.138, 0.429, -0.838, -0.148, -0.100, -0.089, -0.144, -0.045, -0.587, -0.089, -0.063, -0.049, -0.107, 0.010, 0.079, 0.094, 0.089, 0.107, 0.098, 0.104, 0.103, 0.085, -0.041, -0.109, -0.804, 0.021, 0.071, 0.095, 0.093, -0.174, 0.409, -0.197, -0.172, -0.163, 0.418, -0.188, -0.164, -0.174, 0.029, 0.027, -0.006, 0.024, 0.023, 0.021, 0.028, -0.006, 0.027, -0.008, 0.011, 0.025, 0.023, 0.026, 0.010, 0.029, 0.031, 0.032, 0.011]
}


| no. | E (eV) |
| --- | --- |
| 1 | -107112.639 |
| 2 | -8808.900 |
| 3 | -61382.914 |
| 4 | -15801.349 |
| 5 | -257617.821 |